1.
54
Properties=species:S:1:pos:R:3:lowdin_charge:R:1 method="wB97M-V/def2-TZVPD" e_lumo_ev=0.48 charge=0 homo_ha=-0.30790 smiles="O=C(Nc1ccc(Cl)cc1)OCCn1nnnc1[C@H](c1ccccc1Cl)N1CCOCC1"
O 0.3736 1.6468 -0.2871 0.09
C 0.9611 2.1013 0.6628 -0.53
N 2.2957 2.2036 0.8385 0.17
C 3.3150 1.7128 0.0154 -0.21
C 3.0641 1.1085 -1.2123 0.00
C 4.1136 0.6367 -1.9782 -0.09
C 5.4154 0.7718 -1.5246 -0.68
Cl 6.7252 0.1871 -2.4862 0.67
C 5.6780 1.3740 -0.3038 -0.10
C 4.6283 1.8407 0.4619 -0.02
O 0.3241 2.6226 1.7522 0.01
C -1.0631 2.3419 1.8255 -0.14
C -1.2887 0.9963 2.5370 -0.08
N -0.4517 -0.0252 1.9753 -0.05
N 0.7438 -0.2868 2.5201 0.05
N 1.3069 -1.1673 1.8099 -0.02
N 0.5431 -1.5221 0.7870 0.09
C -0.5547 -0.8086 0.8666 -0.26
C -1.7570 -0.8421 -0.0143 -0.23
C -2.8601 -1.4692 0.8171 -0.22
C -2.6724 -2.7689 1.2772 -0.01
C -3.6324 -3.3970 2.0471 -0.06
C -4.8030 -2.7301 2.3712 -0.07
C -5.0126 -1.4405 1.9182 -0.10
C -4.0438 -0.8188 1.1452 -0.60
Cl -4.3600 0.8002 0.5851 0.73
N -1.5374 -1.6647 -1.1959 -0.10
C -2.7170 -1.7869 -2.0412 -0.14
C -2.9642 -0.5400 -2.9013 -0.19
O -1.8411 -0.2391 -3.6972 -0.13
C -0.6871 -0.0556 -2.8967 -0.18
C -0.4052 -1.2884 -2.0318 -0.14
H 2.5853 2.5857 1.7290 0.16
H 2.0521 1.0036 -1.5644 0.09
H 3.9180 0.1633 -2.9270 0.11
H 6.6939 1.4736 0.0437 0.11
H 4.8280 2.3051 1.4163 0.11
H -1.4803 2.3197 0.8131 0.11
H -1.5196 3.1489 2.3990 0.13
H -2.3378 0.7061 2.4702 0.10
H -0.9903 1.0859 3.5844 0.14
H -2.0180 0.2023 -0.2550 0.11
H -1.7590 -3.2739 1.0027 0.13
H -3.4687 -4.4053 2.3940 0.11
H -5.5579 -3.2120 2.9730 0.11
H -5.9232 -0.9134 2.1568 0.10
H -3.5937 -2.0009 -1.4276 0.12
H -2.5396 -2.6388 -2.7041 0.13
H -3.7921 -0.7106 -3.5922 0.13
H -3.2119 0.3218 -2.2612 0.11
H 0.1345 0.1161 -3.5937 0.13
H -0.8049 0.8336 -2.2620 0.11
H 0.4679 -1.1228 -1.4049 0.09
H -0.2089 -2.1450 -2.6833 0.13


2.
88
Properties=species:S:1:pos:R:3:lowdin_charge:R:1 method="wB97M-V/def2-TZVPD" e_lumo_ev="1.03 / 1.03" charge=-1 relative_energy_kcal_mol=0.0 homo_ha="-0.18298 / -0.18308"
La -0.1857 -0.1320 -0.1931 1.99
O 1.8941 6.9658 1.6529 -0.03
C 2.1947 5.9535 2.3043 -0.70
O 2.7273 5.8438 3.4230 -0.04
C 1.8071 4.6231 1.6482 -0.08
C 2.3343 3.4222 2.0938 0.05
C 1.9639 2.2349 1.4898 -0.20
N 1.0360 2.1741 0.5204 0.06
C 0.4939 3.3335 0.1126 -0.20
C 0.8984 4.5623 0.6055 0.06
C -0.5276 3.2591 -0.9728 -0.24
C -1.5020 4.2390 -1.0986 0.00
C -2.3870 4.1515 -2.1600 -0.05
C -2.2698 3.0973 -3.0494 -0.06
C -1.2918 2.1422 -2.8210 -0.14
N -0.4354 2.2139 -1.8015 0.04
C 2.5789 0.9434 1.9260 -0.21
C 3.6741 0.9395 2.7891 -0.01
C 4.1585 -0.2622 3.2598 -0.05
C 3.5440 -1.4365 2.8553 -0.05
C 2.4999 -1.3507 1.9559 -0.13
N 2.0275 -0.1914 1.4861 0.04
H 3.0042 3.4718 2.9371 0.11
H 0.5189 5.4919 0.2068 0.12
H -1.5667 5.0344 -0.3721 0.12
H -3.1635 4.8960 -2.2805 0.11
H -2.9407 2.9888 -3.8890 0.11
H -1.1873 1.2677 -3.4521 0.08
H 4.1315 1.8675 3.0922 0.11
H 5.0008 -0.2799 3.9393 0.11
H 3.8693 -2.4049 3.2072 0.10
H 2.0145 -2.2404 1.5853 0.08
C 0.1330 3.3391 4.7862 -0.09
C -0.7997 3.4135 3.7597 -0.07
C -1.1270 2.2914 3.0109 -0.02
C -0.5136 1.0709 3.2756 -0.31
C 0.4007 0.9901 4.3254 -0.05
C 0.7176 2.1134 5.0745 -0.08
N -0.7219 -0.0531 2.4415 -0.01
C -1.2043 -1.1541 2.9653 -0.26
C -1.8466 -1.2217 4.2675 -0.01
C -2.3963 -2.3649 4.7256 -0.08
C -2.3578 -3.5845 3.9738 -0.10
C -1.7460 -3.5913 2.7694 -0.03
C -1.1435 -2.4066 2.2451 -0.23
N -0.4359 -2.4177 1.0844 -0.09
N -0.3040 -3.5265 0.4626 0.07
C 0.6341 -3.4691 -0.5949 -0.35
C 0.6910 -4.5878 -1.4288 -0.02
C 1.6614 -4.6265 -2.4039 -0.07
C 2.5565 -3.5646 -2.5240 -0.07
C 2.4031 -2.4921 -1.6705 -0.15
N 1.4622 -2.4351 -0.7261 0.01
H 0.4273 4.2286 5.3226 0.10
H -1.2590 4.3630 3.5186 0.11
H -1.8438 2.3600 2.2034 0.09
H 0.8803 0.0381 4.5257 0.12
H 1.4511 2.0380 5.8680 0.10
H -1.9265 -0.3079 4.8409 0.11
H -2.9025 -2.3535 5.6829 0.10
H -2.8228 -4.4777 4.3681 0.09
H -1.6954 -4.4894 2.1729 0.10
H -0.0233 -5.3842 -1.2844 0.11
H 1.7279 -5.4769 -3.0709 0.11
H 3.3357 -3.5589 -3.2716 0.10
H 3.0474 -1.6249 -1.7522 0.12
F -4.1590 0.7348 -2.0456 0.14
C -4.6036 0.4863 -0.8143 -0.67
F -5.4533 -0.5468 -0.8768 0.14
F -5.2726 1.5625 -0.3995 0.14
S -3.2500 0.0807 0.3471 0.50
O -3.9008 -0.1229 1.5995 -0.23
O -2.5751 -1.0801 -0.2674 -0.42
O -2.3242 1.2317 0.2395 -0.44
N 0.4652 -4.3488 -9.8312 0.14
C 0.3650 -3.8391 -8.8066 -0.19
C 0.2489 -3.1999 -7.5151 -0.25
C 0.6689 -1.8832 -7.3525 -0.04
C 0.5655 -1.2764 -6.1157 -0.02
C 0.0431 -1.9692 -5.0175 -0.25
C -0.3761 -3.2923 -5.2012 -0.03
C -0.2773 -3.9038 -6.4350 -0.03
C -0.0484 -1.3484 -3.7323 -0.17
C -0.0797 -0.8286 -2.6260 -0.19
H 1.0776 -1.3417 -8.1949 0.12
H 0.8945 -0.2556 -5.9788 0.12
H -0.7785 -3.8287 -4.3520 0.11
H -0.6037 -4.9263 -6.5674 0.12


3.
59
Properties=species:S:1:pos:R:3:lowdin_spin:R:1 method="wB97M-V/def2-TZVPD" s2=0.759 e_lumo_ev="-2.56 / -5.63" spin_multiplicity=2 charge=+1 relative_energy_kcal_mol=0.0 homo_ha="-0.39852 / -0.39827"
Pb -0.1996 -0.9076 0.0481 0.00
C -0.7371 -4.9903 2.6752 0.00
C -0.7365 -4.0297 3.8330 0.00
O 0.0048 -2.8261 3.4315 0.00
P -0.5843 -1.3958 3.6308 0.01
S -2.1305 -0.9621 2.4730 0.50
S 0.6239 -0.0235 2.9163 0.49
O -0.9105 -1.3206 5.1589 0.00
C -1.4150 -0.1002 5.7916 0.00
C -1.8785 -0.4639 7.1761 0.00
H -1.2703 -5.8984 2.9580 0.00
H 0.2798 -5.2632 2.3966 0.00
H -1.2379 -4.5562 1.8098 0.00
H -0.2147 -4.4180 4.7045 0.00
H -1.7461 -3.7440 4.1313 0.00
H -2.2250 0.2895 5.1739 0.00
H -0.5951 0.6168 5.8004 0.00
H -2.6892 -1.1901 7.1382 0.00
H -2.2435 0.4326 7.6774 0.00
H -1.0601 -0.8772 7.7635 0.00
C -4.5881 -1.1551 -1.6641 0.00
C -3.1667 -0.6734 -1.5748 0.00
O -2.3407 -1.4319 -1.0517 0.00
C -2.8129 0.6480 -2.0949 0.00
C -3.6117 1.1967 -3.1161 0.00
C -3.3786 2.4522 -3.6230 0.00
C -2.3650 3.2251 -3.0478 0.00
C -1.5827 2.7223 -2.0344 0.00
C -1.7458 1.4064 -1.5643 0.00
O -0.9084 0.9946 -0.6188 0.00
H -4.7719 -1.8467 -0.8455 0.00
H -4.7206 -1.7084 -2.5976 0.00
H -5.3045 -0.3378 -1.6454 0.00
H -4.4224 0.6023 -3.5181 0.00
H -3.9829 2.8430 -4.4288 0.00
H -2.1982 4.2380 -3.3930 0.00
H -0.8292 3.3332 -1.5554 0.00
C 6.3115 1.1023 -1.0552 0.00
C 4.8339 0.8404 -1.3301 0.00
C 3.9604 1.7857 -0.5198 0.00
S 2.1882 1.6525 -0.7489 0.00
O 1.9000 0.1795 -0.4387 0.00
C 2.0314 1.8544 -2.5469 0.00
C 1.8914 0.5606 -3.3406 0.00
C 1.3312 0.8407 -4.7329 0.00
H 6.9382 0.3806 -1.5772 0.00
H 6.5358 1.0263 0.0100 0.00
H 6.6045 2.0997 -1.3868 0.00
H 4.5784 -0.1883 -1.0731 0.00
H 4.6324 0.9636 -2.3954 0.00
H 4.1998 2.8382 -0.7025 0.00
H 4.0842 1.6091 0.5515 0.00
H 2.8918 2.4482 -2.8611 0.00
H 1.1386 2.4619 -2.6785 0.00
H 1.2341 -0.1228 -2.8024 0.00
H 2.8559 0.0578 -3.4141 0.00
H 0.4354 1.4621 -4.6767 0.00
H 1.0608 -0.0891 -5.2326 0.00
H 2.0577 1.3560 -5.3624 0.00


4.
254
Properties=species:S:1:pos:R:3:lowdin_charge:R:1 method="wB97M-V/def2-TZVPD" e_lumo_ev=0.27 charge=0 homo_ha=-0.29919 smiles="CC1(C)CCCC(C)(C)N1O.CC1(C)CCCC(C)(C)N1O.CC1(C)CCCC(C)(C)N1O.CC1(C)CCCC(C)(C)N1O.CC1(C)CCCC(C)(C)N1O.COCCNCCOC.COCCNCCOC.COCCNCCOC.NC(N)=O.NC(N)=O.NC(N)=O.NC(N)=O"
C 0.2441 1.7676 -4.7410 -0.01
C 1.0762 1.8089 -6.0583 -0.49
C 0.2299 2.3715 -7.1935 -0.02
C 2.2359 2.7482 -5.7200 -0.14
C 3.3590 2.5901 -6.7177 -0.17
C 3.8974 1.1525 -6.6775 -0.11
C 2.7467 0.1334 -6.9671 -0.46
C 2.5429 0.2334 -8.5147 -0.04
C 3.3095 -1.2744 -6.6778 -0.02
N 1.5098 0.4352 -6.2495 -0.11
O 0.4661 -0.4541 -6.4710 -0.01
H 0.8268 1.3126 -3.9363 0.04
H -0.0035 2.7626 -4.3676 0.09
H -0.5867 1.0710 -4.8439 0.06
H -0.6161 1.7603 -7.5110 0.07
H -0.2574 3.2990 -6.8698 0.09
H 0.8057 2.7318 -8.0481 0.07
H 1.9235 3.7913 -5.7149 0.12
H 2.5236 2.4122 -4.7228 0.08
H 3.0933 2.8385 -7.7494 0.10
H 4.1591 3.3270 -6.5886 0.10
H 4.3662 0.9078 -5.7214 0.11
H 4.6785 1.0380 -7.4294 0.12
H 2.2408 1.2124 -8.8889 0.07
H 1.7170 -0.3710 -8.9132 0.08
H 3.4306 -0.1147 -9.0414 0.08
H 3.9163 -1.2843 -5.7710 0.06
H 3.7663 -1.6599 -7.5837 0.08
H 2.5092 -1.9552 -6.3717 0.08
H 0.2809 -0.4469 -7.4266 0.09
C 4.7008 -0.5870 7.3316 -0.04
C 3.8210 -1.1747 6.2329 -0.50
C 2.5812 -0.3177 6.0425 -0.03
C 4.6160 -1.1891 4.8817 -0.12
C 4.0567 -2.1443 3.8528 -0.19
C 3.9805 -3.5615 4.4373 -0.12
C 3.1421 -3.6567 5.7148 -0.51
C 1.6479 -3.6576 5.3497 -0.04
C 3.4400 -4.9977 6.3835 -0.04
N 3.4707 -2.5532 6.6287 -0.09
O 2.7334 -2.5715 7.8503 -0.03
H 4.1259 -0.5235 8.2604 0.08
H 5.5895 -1.1858 7.5239 0.09
H 4.9158 0.4720 7.1713 0.09
H 2.0099 -0.6865 5.1808 0.06
H 1.8596 -0.3317 6.8602 0.08
H 2.7424 0.7183 5.7324 0.09
H 4.5311 -0.1764 4.4828 0.12
H 5.6540 -1.4415 5.0995 0.12
H 3.1364 -1.8219 3.3628 0.09
H 4.8035 -2.1967 3.0540 0.10
H 5.0108 -3.8835 4.6078 0.12
H 3.5749 -4.2026 3.6524 0.12
H 1.3505 -4.4753 4.6909 0.08
H 1.4348 -2.7357 4.8112 0.05
H 1.1251 -3.7976 6.2979 0.08
H 3.0878 -5.7562 5.6833 0.09
H 2.8953 -5.1406 7.3190 0.08
H 4.4978 -5.1232 6.6190 0.09
H 3.3795 -3.0344 8.3951 0.11
C 4.8498 -0.2264 0.2259 -0.03
C 3.5013 -0.2496 -0.5133 -0.48
C 2.3609 0.2310 0.3691 -0.01
C 3.7318 0.6489 -1.7550 -0.11
C 2.6784 0.4648 -2.8494 -0.19
C 2.5724 -0.9736 -3.2596 -0.12
C 2.4249 -1.9848 -2.0735 -0.47
C 0.9171 -1.9968 -1.7336 -0.02
C 2.8122 -3.3917 -2.6003 -0.02
N 3.3233 -1.6442 -0.9873 -0.07
O 3.1304 -2.5126 0.1149 -0.05
H 5.0169 0.8468 0.3872 0.08
H 4.8591 -0.6051 1.2516 0.06
H 5.7343 -0.6199 -0.2701 0.09
H 2.4840 1.2678 0.6880 0.09
H 1.4150 0.1196 -0.1549 0.05
H 2.3364 -0.3634 1.2855 0.08
H 3.6803 1.6880 -1.4178 0.11
H 4.7349 0.4987 -2.1582 0.12
H 1.7446 0.8548 -2.4257 0.08
H 2.8415 1.0808 -3.7376 0.08
H 3.4116 -1.2649 -3.8994 0.09
H 1.7156 -1.0639 -3.9352 0.12
H 0.3458 -2.5176 -2.5017 0.07
H 0.5840 -0.9568 -1.7541 0.07
H 0.7936 -2.5348 -0.7949 0.07
H 2.9083 -4.1474 -1.8222 0.07
H 3.8348 -3.2283 -2.9614 0.08
H 2.2285 -3.7669 -3.4372 0.09
H 3.8673 -3.1343 0.1063 0.12
C 4.0167 6.8352 -0.1718 -0.04
C 4.2786 5.9343 -1.4285 -0.48
C 5.1357 4.7295 -1.0156 -0.02
C 2.8362 5.4950 -1.7625 -0.14
C 2.6442 5.0263 -3.2008 -0.20
C 3.1410 6.0628 -4.1889 -0.13
C 4.6295 6.4656 -3.9231 -0.49
C 5.4816 5.2841 -4.4148 -0.03
C 4.9585 7.7059 -4.7814 -0.03
N 4.8063 6.7836 -2.4975 -0.10
O 6.1362 7.1495 -2.2515 -0.01
H 3.4085 6.2321 0.5044 0.08
H 4.9090 7.1119 0.3987 0.08
H 3.5220 7.7860 -0.3676 0.08
H 5.2117 3.9720 -1.7956 0.07
H 6.1387 5.0458 -0.7305 0.08
H 4.6796 4.2545 -0.1452 0.08
H 2.4389 4.6421 -1.2036 0.10
H 2.0909 6.2690 -1.5656 0.12
H 2.9976 4.0020 -3.3251 0.09
H 1.5710 4.9453 -3.4127 0.11
H 2.5133 6.9552 -4.1559 0.12
H 3.1207 5.6724 -5.2086 0.11
H 5.1808 4.3790 -3.8861 0.06
H 6.5298 5.4624 -4.1613 0.09
H 5.4402 5.0870 -5.4852 0.07
H 6.0142 7.9555 -4.6848 0.08
H 4.3152 8.5842 -4.7649 0.08
H 4.8381 7.3282 -5.8031 0.08
H 6.0981 8.0443 -1.8946 0.11
C -3.7957 -2.8373 -2.6434 -0.04
C -3.4633 -2.5895 -4.1003 -0.49
C -1.9503 -2.7765 -4.3066 -0.01
C -4.2442 -3.5686 -4.9948 -0.12
C -4.3204 -3.1534 -6.4551 -0.17
C -4.8964 -1.7367 -6.5864 -0.15
C -4.1254 -0.7400 -5.7721 -0.49
C -2.8127 -0.2524 -6.4608 -0.02
C -5.0018 0.5386 -5.6133 -0.02
N -3.9322 -1.2226 -4.3931 -0.08
O -3.2276 -0.2939 -3.5777 -0.03
H -3.6586 -3.8578 -2.2833 0.08
H -3.1907 -2.2064 -1.9885 0.05
H -4.7965 -2.5224 -2.3398 0.09
H -1.3773 -2.0483 -3.7257 0.06
H -1.6948 -3.7253 -3.8212 0.06
H -1.5613 -2.8681 -5.3200 0.08
H -3.8149 -4.5702 -4.9121 0.13
H -5.2335 -3.6963 -4.5454 0.12
H -3.3432 -3.2067 -6.9416 0.11
H -4.9498 -3.8803 -6.9726 0.11
H -5.9485 -1.7550 -6.2856 0.12
H -5.0042 -1.4618 -7.6393 0.12
H -2.3040 0.4241 -5.7672 0.05
H -2.8673 0.2349 -7.4298 0.09
H -2.0835 -1.0682 -6.4561 0.06
H -4.6780 1.0910 -4.7373 0.07
H -6.0661 0.3014 -5.5997 0.08
H -4.9000 1.0992 -6.5470 0.08
H -2.4163 -0.1397 -4.0889 0.06
C -4.1553 -3.8156 5.1489 -0.11
O -4.1245 -3.2770 6.4619 -0.24
C -3.7718 -4.2951 7.4063 -0.20
C -3.6852 -3.8569 8.8627 -0.19
N -2.7047 -2.8538 9.2386 -0.06
C -1.3343 -3.0449 8.7734 -0.20
C -0.5053 -1.8814 9.3022 -0.22
O -0.9247 -0.6085 8.8320 -0.21
C -0.2886 0.4448 9.5582 -0.09
H -3.2429 -4.3605 4.8961 0.09
H -4.2039 -2.9415 4.4944 0.08
H -5.0411 -4.3830 4.8529 0.10
H -2.8104 -4.7401 7.1200 0.11
H -4.5243 -5.0846 7.3060 0.13
H -3.5523 -4.6860 9.5646 0.12
H -4.6938 -3.5543 9.1635 0.12
H -2.9756 -1.9177 8.9827 0.08
H -1.3453 -3.3037 7.7029 0.09
H -0.9454 -3.9922 9.1686 0.13
H 0.5622 -1.9187 9.0592 0.10
H -0.5019 -1.9976 10.3910 0.12
H -0.6190 1.3480 9.0416 0.09
H 0.7676 0.5314 9.2662 0.08
H -0.3972 0.3693 10.6350 0.09
C -1.0662 -1.4505 4.6310 -0.07
O -0.9360 -1.8390 3.2762 -0.25
C -1.6784 -1.0910 2.3300 -0.20
C -1.1882 -1.2882 0.9016 -0.19
N -2.1475 -0.7691 -0.0528 -0.05
C -2.5691 0.6130 0.1651 -0.17
C -1.4249 1.6227 0.2463 -0.21
O -0.5688 1.5874 -0.8626 -0.19
C 0.1652 2.7621 -1.1458 -0.10
H -0.8523 -2.3087 5.2640 0.08
H -2.1431 -1.3189 4.8038 0.07
H -0.5977 -0.5056 4.9058 0.10
H -1.7653 -0.0525 2.6679 0.11
H -2.7253 -1.4074 2.4628 0.11
H -0.9821 -2.3459 0.7392 0.10
H -0.2379 -0.7472 0.8483 0.10
H -1.8159 -0.9128 -0.9983 0.09
H -3.1077 0.6441 1.1136 0.10
H -3.3126 0.8492 -0.5933 0.11
H -0.8419 1.5494 1.1741 0.12
H -1.9383 2.5920 0.3183 0.10
H 0.7095 3.1046 -0.2640 0.09
H -0.4907 3.5763 -1.4776 0.09
H 0.8016 2.6356 -2.0197 0.06
C -3.9537 1.8091 3.8834 -0.13
O -4.5348 2.0628 2.6287 -0.19
C -4.4846 3.4391 2.3144 -0.23
C -5.3840 3.7803 1.1242 -0.15
N -4.7324 3.0778 -0.0553 -0.07
C -4.8238 3.8943 -1.2868 -0.18
C -3.7509 5.0030 -1.2397 -0.21
O -4.3837 6.2424 -1.0140 -0.20
C -3.8077 7.3588 -1.6389 -0.12
H -2.9539 2.2429 4.0131 0.09
H -3.8768 0.7335 4.0522 0.07
H -4.4869 2.1588 4.7741 0.08
H -3.4376 3.7198 2.1705 0.12
H -4.9377 3.9968 3.1489 0.12
H -5.4579 4.8387 0.8837 0.11
H -6.3739 3.3325 1.2264 0.12
H -5.2677 2.2176 -0.0346 0.10
H -5.8414 4.2362 -1.4950 0.12
H -4.6278 3.1957 -2.1047 0.11
H -3.4688 5.0331 -2.3018 0.12
H -2.9152 4.7661 -0.5813 0.12
H -4.0401 7.5537 -2.6899 0.09
H -2.7159 7.2721 -1.5712 0.08
H -4.0562 8.2559 -1.0725 0.09
N 1.1303 -3.4166 2.0442 0.20
C 0.4105 -4.5322 1.7568 -0.66
N -0.6758 -4.7333 2.5502 0.19
O 0.7419 -5.3571 0.8928 -0.02
H 1.8951 -3.1758 1.4152 0.08
H 0.6659 -2.7031 2.5964 0.07
H -0.8323 -4.0479 3.2686 0.07
H -1.2343 -5.5568 2.4325 0.11
N 0.3614 -5.7904 -1.8460 0.16
C -0.9541 -5.4831 -2.0413 -0.67
N -1.4266 -4.7750 -0.9691 0.18
O -1.6539 -5.7961 -2.9943 0.01
H 0.9154 -5.4727 -1.0600 0.06
H 0.8325 -6.2904 -2.5782 0.10
H -2.3372 -4.3655 -0.9140 0.07
H -0.7385 -4.7070 -0.2376 0.03
N -4.8964 -1.9914 0.5366 0.17
C -5.1206 -3.2297 1.1001 -0.68
N -4.0473 -3.7722 1.7208 0.16
O -6.2303 -3.7544 1.1705 0.01
H -3.9344 -1.7152 0.3345 0.05
H -5.6434 -1.6485 -0.0400 0.10
H -3.1803 -3.2675 1.6705 0.06
H -4.2396 -4.5989 2.2529 0.10
N -3.6949 -0.5140 6.9130 0.17
C -4.8744 0.1245 6.6643 -0.68
N -5.7600 -0.7013 6.0112 0.17
O -5.1166 1.2926 6.9523 0.01
H -3.5584 -1.4735 6.5888 0.06
H -3.0584 0.0125 7.4886 0.10
H -6.6398 -0.4116 5.6288 0.11
H -5.6297 -1.6912 6.1139 0.06


What is the charge in the second record? -1